No. 1
ORCA calculation (ωB97M-V/def2-TZVPD) on CH5NOP2 in the gas phase in a non-equilibrium geometry.

```
10
CH5NOP2 ωB97M-V/def2-TZVPD
C 0.48666 -0.79164 -0.29978
N 1.86068 -0.79028 -0.04169
O -0.23856 -1.52909 -0.94819
P -2.16612 0.54611 0.56195
P -0.10970 0.99716 0.25906
H 2.34346 -1.43765 -0.64957
H 2.28764 0.07537 0.16491
H -2.59807 1.87216 0.25875
H -2.30412 0.08893 -0.77401
H 0.43812 0.96894 1.46858
```

## Properties
- Gap between HOMO and LUMO: 9.48 eV
- M: 109.00 g mol⁻¹
- E_LUMO: 0.81 eV

No. 2
ORCA calculation (ωB97M-V/def2-TZVPD) on a molecular structure, C3H12N2O2 in a non-equilibrium geometry.

```
19
C3H12N2O2 ωB97M-V/def2-TZVPD
C 0.05129 0.36350 1.87169
C -0.13587 -0.43268 0.55009
C -0.58659 0.05713 -0.60598
N -0.60971 -0.74633 -1.75460
N 0.03736 -1.80376 0.87851
H 1.17107 0.35966 2.12246
H -0.33730 -0.28803 2.71234
H -0.48967 1.34577 1.74214
H -0.94338 1.12660 -0.85982
H -0.95206 -0.24681 -2.58969
H 0.23602 -1.46369 -1.80796
H 0.96758 -2.08824 0.68127
H -0.43528 -2.39555 0.23476
H -0.83150 3.68065 0.75039
H -0.05478 4.73416 -0.85124
O -0.91246 2.83406 1.15953
H 0.68560 5.06366 -0.79873
H 2.24461 -1.15219 -2.29724
O 1.75904 -1.67820 -1.63465
```

## Properties
- Gap between HOMO and LUMO: 3.88 eV
- M: 108.14 g mol⁻¹
- E_LUMO: -4.27 eV

No. 3
ORCA calculation (ωB97M-V/def2-TZVPD) on 2 unconnected molecules or ions with the total composition C26H28N2O6S2 in a non-equilibrium geometry.

```
64
C26H28N2O6S2 ωB97M-V/def2-TZVPD
C -3.19900 3.27885 3.16934
C -3.12587 2.29248 2.02876
N -2.10068 1.24507 2.19074
C -2.43306 0.15700 3.12312
C -2.75975 -1.17497 2.45992
C -0.79394 1.61093 1.89104
C 0.21437 0.61193 2.05864
N 1.51887 0.98362 2.34919
C 1.90745 2.27437 2.68979
C 3.23703 2.55800 2.93965
C 4.21601 1.57557 2.81338
C 3.81066 0.28294 2.46806
C 2.47711 -0.01069 2.30490
O -0.55098 2.76454 1.46507
H -3.96768 4.01750 2.93672
H -3.45133 2.78033 4.10887
H -2.24016 3.79423 3.26581
H -4.07352 1.75385 1.90427
H -2.88881 2.81565 1.09979
H -1.59851 0.02533 3.83294
H -3.31033 0.50306 3.69206
H -3.43344 -1.73992 3.11504
H -3.25166 -1.03765 1.48958
H -1.85906 -1.77989 2.31555
H -0.03749 -0.43098 2.25482
H 1.12993 3.02771 2.72448
H 3.48743 3.57558 3.23435
H 5.26397 1.79316 2.99271
H 4.52026 -0.53083 2.33308
H 2.08531 -1.00674 2.10318
C 5.82034 -2.76430 -1.55502
O 4.62131 -3.52062 -1.27526
C 3.48864 -2.84449 -0.95307
C 3.37741 -1.43369 -1.01535
C 2.13886 -0.84970 -0.82817
C 1.01105 -1.61853 -0.47617
C -0.29876 -1.00438 -0.34767
C -0.87192 -0.35148 -1.39163
S -2.59092 0.09804 -1.38938
O -3.38093 -0.99962 -0.87107
O -2.73818 1.43577 -0.85990
C -2.77791 0.18936 -3.16681
C -1.60967 0.11808 -3.90948
C -1.63793 0.19278 -5.29801
C -2.86556 0.37515 -5.93645
C -4.04792 0.44930 -5.18758
C -4.01196 0.35065 -3.79583
S -0.09552 -0.22111 -2.99915
O 0.75243 0.94936 -3.02340
O 0.38496 -1.50232 -3.45962
C 1.17885 -3.00811 -0.27878
C 2.37261 -3.62221 -0.56121
H 6.57830 -3.53026 -1.71712
H 5.69477 -2.14853 -2.45706
H 6.09180 -2.12706 -0.70036
H 4.23989 -0.80365 -1.25865
H 2.03721 0.23417 -0.90081
H -0.93854 -1.28582 0.48766
H -0.70404 0.10637 -5.84919
H -2.89336 0.45368 -7.02237
H -5.00685 0.58054 -5.68726
H -4.91489 0.38438 -3.18841
H 0.31194 -3.58925 0.03496
H 2.49138 -4.70250 -0.51727
```

## Properties
- Gap between HOMO and LUMO: 6.68 eV
- M: 528.65 g mol⁻¹
- E_LUMO: -0.19 eV

No. 4
ORCA calculation (ωB97M-V/def2-TZVPD) on a molecular structure, C5H4FeO4 in a non-equilibrium geometry.

```
14
C5H4FeO4 ωB97M-V/def2-TZVPD
C -0.96819 1.02715 0.81598
C -2.12750 1.39630 0.94390
H -3.16642 1.68399 0.96256
H 2.04912 1.09440 1.66587
O 0.33396 0.24929 0.28266
C 1.39601 0.94621 -0.13341
O 1.60982 0.98560 -1.33967
O 2.22219 1.40024 0.74044
Fe 2.87013 1.82577 -2.55377
C -0.88765 -2.38771 -0.19323
C 0.26288 -1.97723 -0.42338
O -2.02955 -2.23497 0.41070
H 1.16603 -2.09949 -0.99962
H -2.73084 -1.90955 -0.17903
```

## Properties
- 2S+1: 6
- Gap between HOMO and LUMO (alpha / beta): 7.55 / 6.34 eV
- Total charge: +1
- M: 183.93 g mol⁻¹
- E_LUMO (alpha / beta): -4.55 / -5.77 eV